[1]
# C30H22F5N5OPt

A molecular structure, C30H22F5N5OPt in a non-equilibrium geometry (ωB97M-V/def2-TZVPD, the Open Molecules 2025 dataset).

**HOMO level (spin up / spin down)**: -0.356 / -0.355 hartree
**Kohn-Sham gap (spin up / spin down)**: 0.2460 / 0.2387 Eh
**⟨S²⟩**: 0.75
**Energy above the lowest of the compared OMol25 structures with the same formula, charge and spin**: 0.336 eV
**Charge**: +1
**2S+1**: 2

The geometry in XYZ format:
```
64
C30H22F5N5OPt, DFT ωB97M-V/def2-TZVPD
Pt -0.10713 0.70813 -0.48026
C 1.94749 0.65220 -4.38898
C 0.94589 0.79487 -3.41951
N 1.06019 0.26881 -2.21663
C 2.17554 -0.45728 -1.87874
C 3.23505 -0.61472 -2.79220
C 3.08648 -0.03086 -4.06915
C 4.39217 -1.32226 -2.39266
C 4.46244 -1.80361 -1.11840
C 3.39533 -1.66932 -0.20743
C 2.21205 -1.05437 -0.57210
N 1.07684 -0.87652 0.18343
C 0.80827 -1.38499 1.42260
C 1.39599 -2.46598 2.05848
C 1.04692 -2.81821 3.37639
C 0.09292 -2.14228 4.08168
C -0.60624 -1.09034 3.44747
C -1.68683 -0.40721 4.04801
C -2.36368 0.55797 3.35848
C -1.94831 0.87332 2.05644
N -0.93671 0.26278 1.47606
C -0.25187 -0.72184 2.13358
H 1.81401 1.10346 -5.36138
H 0.03650 1.33774 -3.63062
H 3.88929 -0.13246 -4.78901
H 5.20409 -1.45605 -3.09423
H 5.35892 -2.31443 -0.79186
H 3.52425 -2.03969 0.79623
H 2.10247 -3.08269 1.52666
H 1.55109 -3.65823 3.83659
H -0.16341 -2.42109 5.09472
H -1.97792 -0.66999 5.05779
H -3.20795 1.07505 3.79153
H -2.43523 1.65336 1.48562
O 1.56625 1.88384 0.51029
N 1.39298 2.27102 1.76024
C 2.19988 1.73925 2.69750
C 2.07099 2.10098 4.01946
C 1.09719 3.01671 4.38889
C 0.28186 3.55271 3.40434
C 0.44688 3.16764 2.09142
H 2.92347 1.03306 2.31918
H 2.73669 1.66083 4.74757
H 0.97817 3.30904 5.42243
H -0.48596 4.27597 3.63819
H -0.14666 3.54353 1.27294
F -1.89842 2.92838 -0.29893
C -0.93766 2.40324 -1.17706
F -1.60474 2.26631 -2.37096
H -0.19892 3.19988 -1.30719
F -4.98641 -3.20965 -4.02211
C -4.97018 -1.87095 -3.99144
F -4.75109 -1.44055 -5.24229
F -6.18203 -1.45057 -3.61863
C -3.88942 -1.36784 -3.06264
C -2.60840 -1.88531 -3.17154
C -1.62954 -1.39435 -2.33122
N -1.87229 -0.44203 -1.42672
C -3.10878 0.04233 -1.32053
C -4.15196 -0.39363 -2.11830
H -2.37456 -2.65764 -3.89102
H -0.61842 -1.77766 -2.36408
H -3.26769 0.81537 -0.58229
H -5.14013 0.02683 -2.00410
```

Mulliken population analysis, charges in e, atoms 1 to 4: Pt 2.008; C -1.093; C -0.033; N 0.148

[2]
# C30H22F6NO2PTi

A molecular structure, C30H22F6NO2PTi in a non-equilibrium geometry (ωB97M-V/def2-TZVPD, the Open Molecules 2025 dataset).

**HOMO level**: -0.534 hartree
**Kohn-Sham gap**: 0.2482 Eh
**Energy above the lowest of the compared OMol25 structures with the same formula, charge and spin**: 1.611 eV
**Charge**: +2

The geometry in XYZ format:
```
63
C30H22F6NO2PTi, DFT ωB97M-V/def2-TZVPD
Ti -1.21454 0.18396 -0.89792
O -2.52611 -1.21084 -0.55392
C -1.50642 -1.47494 0.09509
C -0.94459 -2.34526 1.04820
C -1.27798 -3.66883 1.36115
C -0.55389 -4.31182 2.34439
C 0.47148 -3.64905 3.01643
C 0.80905 -2.33097 2.70929
C 0.11685 -1.67757 1.71012
P 0.19755 0.11804 1.29183
C 1.62410 0.71284 2.23836
C 1.47480 1.55518 3.33547
C 2.58481 1.85510 4.11232
C 3.82764 1.33059 3.79025
C 3.98039 0.51748 2.67319
C 2.88077 0.21368 1.88963
C -1.28885 0.69563 2.19336
C -1.85147 -0.03442 3.24476
C -2.97183 0.44485 3.89971
C -3.54628 1.65203 3.51820
C -2.98013 2.39750 2.49696
C -1.85355 1.92691 1.83407
H -2.07512 -4.17300 0.83063
H -0.79530 -5.33297 2.60616
H 1.00813 -4.15991 3.80524
H 1.59580 -1.82368 3.25203
H 0.50777 1.97195 3.58574
H 2.47447 2.49885 4.97441
H 4.68511 1.56309 4.40719
H 4.95518 0.12349 2.41918
H 2.98788 -0.41467 1.01177
H -1.40781 -0.97098 3.55629
H -3.39332 -0.12360 4.71808
H -4.42608 2.02047 4.02826
H -3.40444 3.35464 2.22702
H -1.35418 2.54835 1.10560
C -3.06808 1.20237 -2.37401
C -1.97829 2.27173 -2.10847
O -1.02046 1.89178 -1.15765
C -2.65797 3.56176 -1.58087
F -1.76505 4.39415 -1.06397
F -3.34639 4.17962 -2.52906
F -3.51685 3.20875 -0.59656
C -1.21647 2.52289 -3.43688
F -0.54210 1.36674 -3.72795
F -0.32575 3.48861 -3.33870
F -2.02723 2.75971 -4.45344
H -3.57672 0.91084 -1.45060
H -2.67444 0.32471 -2.90338
H -3.82413 1.63922 -3.02389
N 0.15217 -0.76873 -1.96168
C 0.95586 -1.09214 -2.72880
C 1.92844 -1.49602 -3.64446
C 3.28708 -1.37933 -3.29642
C 4.24466 -1.81105 -4.18702
C 3.86736 -2.34786 -5.41465
C 2.52412 -2.45045 -5.76291
C 1.54672 -2.02806 -4.88872
H 3.56458 -0.95033 -2.34290
H 5.29112 -1.73258 -3.92720
H 4.62696 -2.68555 -6.10665
H 2.24137 -2.86528 -6.72034
H 0.49961 -2.09757 -5.15135
```

Mulliken population analysis, charges in e, atoms 1 to 4: Ti -0.009; O -0.612; C 1.073; C -0.258

[3]
# C30H22FeN5O3S5

A molecular structure, C30H22FeN5O3S5 in a non-equilibrium geometry (ωB97M-V/def2-TZVPD, the Open Molecules 2025 dataset).

**HOMO level (spin up / spin down)**: -0.061 / -0.061 hartree
**Kohn-Sham gap (spin up / spin down)**: 0.1996 / 0.1993 Eh
**⟨S²⟩**: 0.82
**Energy above the lowest of the compared OMol25 structures with the same formula, charge and spin**: 0.581 eV
**Charge**: -2
**2S+1**: 2

The geometry in XYZ format:
```
66
C30H22FeN5O3S5, DFT ωB97M-V/def2-TZVPD
Fe 0.09120 -0.28427 0.08965
C -2.86107 2.88423 -0.98647
C -1.60417 2.16980 -0.59644
N -1.56130 0.94265 -0.21082
N -2.77980 0.32471 0.01493
C -2.56237 -0.81941 0.63528
O -1.44319 -1.30644 0.95726
C -3.78933 -1.60031 1.01516
C -5.03662 -1.31233 0.47346
C -6.14392 -2.05995 0.84576
C -6.00889 -3.09435 1.76383
C -4.76290 -3.38384 2.30254
C -3.65253 -2.64121 1.92552
C -0.33827 2.95692 -0.49808
C -0.25347 4.29817 -0.86846
C 0.93555 4.96544 -0.60667
C 1.97824 4.29127 0.01392
C 1.80308 2.94746 0.32985
N 0.67692 2.31448 0.06488
H -3.68535 2.17924 -1.01747
H -3.10413 3.67675 -0.27381
H -2.73811 3.34932 -1.96757
H -5.11856 -0.50471 -0.24034
H -7.11346 -1.84032 0.41420
H -6.87425 -3.67983 2.05231
H -4.65074 -4.19324 3.01364
H -2.66692 -2.85280 2.31728
H -1.08699 4.80182 -1.33602
H 1.04107 6.00800 -0.88298
H 2.91063 4.78664 0.24912
H 2.58054 2.34955 0.79447
S 1.52668 -2.08968 0.39159
C 0.66701 -3.30095 -0.51535
C 1.04431 -4.67302 -0.27134
N 1.36351 -5.75943 -0.05899
C -0.28604 -3.01580 -1.43751
S -0.75229 -1.37691 -1.82143
C -0.92187 -4.05869 -2.19757
N -1.42497 -4.87560 -2.83630
C 4.09765 -0.43099 2.40150
O 2.79513 0.02735 2.06652
C 1.91070 0.32398 3.03449
S 2.39383 0.48655 4.64024
S 0.32379 0.46676 2.45981
H 4.43811 -0.96609 1.51670
H 4.06864 -1.08781 3.26977
H 4.75384 0.41431 2.62350
C 5.61238 -0.17828 -7.16589
C 6.30686 1.13922 -7.40017
O 7.01438 1.33162 -8.36381
S 6.15528 2.46062 -6.21293
C 4.98261 1.88904 -5.02530
C 5.41023 1.27540 -3.84897
C 4.49570 0.84017 -2.90955
C 3.11330 1.00760 -3.10256
C 2.69973 1.63106 -4.29395
C 3.61445 2.07101 -5.22882
C 2.18164 0.57689 -2.13079
C 1.36754 0.24282 -1.28665
H 5.27477 -0.55588 -8.12923
H 4.78621 -0.12003 -6.46417
H 6.35643 -0.87111 -6.76814
H 6.47050 1.13124 -3.67986
H 4.82945 0.35648 -2.00091
H 1.63856 1.76105 -4.45969
H 3.27297 2.55232 -6.13744
```

Mulliken population analysis, charges in e, atoms 1 to 4: Fe 0.441; C -1.784; C 0.260; N 1.232

Which of these has the lowest charge?
C30H22FeN5O3S5